Record 1
73
Properties=species:S:1:pos:R:3 method="wB97M-V/def2-TZVPD" de_lowest_kcal_mol=0.7 spin_multiplicity=1 charge=0 homo_energy_ev=-8.0910
Hf 0.3826 0.6208 0.4314
O -1.5797 0.0221 5.6298
C -1.6933 -1.1878 5.0585
C -1.9702 -2.2709 5.8947
C -2.0857 -3.5421 5.3732
C -1.9303 -3.7713 4.0064
C -1.6582 -2.7049 3.1761
C -1.5368 -1.4060 3.6792
C -1.1753 -0.3202 2.7585
O -0.9684 -0.6055 1.5046
N -1.0026 0.8898 3.2237
N -0.5324 1.7135 2.2014
C -0.5585 2.9804 2.4115
C -0.1874 3.9610 1.4210
C -0.0586 5.2975 1.8308
C 0.2651 6.2908 0.9383
C 0.4451 5.9583 -0.4071
C 0.2982 4.6599 -0.8432
C -0.0118 3.6355 0.0591
O -0.1515 2.3977 -0.3964
H -1.3595 0.6710 4.9243
H -2.0840 -2.0825 6.9538
H -2.2975 -4.3695 6.0389
H -2.0227 -4.7708 3.6040
H -1.5302 -2.8452 2.1111
H -0.8929 3.3299 3.3872
H -0.2074 5.5308 2.8789
H 0.3815 7.3126 1.2709
H 0.7054 6.7309 -1.1195
H 0.4332 4.3942 -1.8834
O 5.3204 2.7944 -2.4914
C 4.4799 2.2619 -1.8267
C 3.6742 1.0193 -2.2052
O 3.7719 0.3915 -3.2421
C 2.7708 0.7961 -1.0939
C 2.9190 1.7493 -0.0967
O 2.1272 1.7602 0.9286
C 3.9997 2.6994 -0.4385
O 4.4087 3.6315 0.2029
O 1.8142 -0.1164 -0.9810
O -0.8513 -0.1851 -1.1666
S -0.3663 -0.1320 -2.6337
C 0.1586 -1.7829 -3.0264
C 1.4432 -1.9373 -3.5213
C 1.8796 -3.2239 -3.8228
C 1.0474 -4.3100 -3.6099
C -0.2366 -4.1335 -3.0971
C -0.6927 -2.8614 -2.8077
C -1.8990 -0.0861 -3.5347
C -1.8248 -0.0609 -4.9222
C -2.9991 0.0026 -5.6507
C -4.2241 0.0489 -4.9935
C -4.2776 0.0362 -3.6096
C -3.1063 -0.0287 -2.8623
H 2.0977 -1.0802 -3.6474
H 2.8764 -3.3678 -4.2182
H 1.3952 -5.3077 -3.8453
H -0.8782 -4.9891 -2.9336
H -1.6913 -2.7033 -2.4195
H -0.8645 -0.0953 -5.4235
H -2.9600 0.0199 -6.7316
H -5.1396 0.1002 -5.5678
H -5.2321 0.0796 -3.1021
H -3.1230 -0.0352 -1.7815
I 2.5071 -2.7621 5.4708
C 2.2140 -2.1165 3.5454
C 2.3234 -2.8555 2.3893
N 1.9756 -2.0429 1.3778
N 1.6686 -0.8132 1.8123
C 1.8171 -0.8384 3.1277
H 2.6200 -3.8773 2.2273
H 2.0265 -2.2053 0.3827
H 1.6140 0.0377 3.7219

***

Record 2
78
Properties=species:S:1:pos:R:3 method="wB97M-V/def2-TZVPD" de_lowest_kcal_mol=0.0 spin_multiplicity=1 charge=+1 homo_energy_ev=-10.1023
Pb 0.1547 -2.0013 -1.9390
O 2.6483 0.1684 -4.8598
C 1.9423 -0.6052 -4.2369
N 1.3897 -0.4200 -3.0070
C 1.7327 0.7298 -2.2634
C 1.9776 1.9817 -2.8352
C 2.3461 3.0567 -2.0461
C 2.4794 2.9139 -0.6692
C 2.1969 1.6971 -0.0799
C 1.8074 0.6108 -0.8622
N 1.5941 -0.6816 -0.3435
C 1.2807 -1.0186 0.8443
O 0.9186 -0.2101 1.8446
C 1.3845 -2.4775 1.1670
C 1.5527 -2.9112 2.4727
C 1.6920 -4.2692 2.7131
C 1.6423 -5.1470 1.6444
C 1.4674 -4.6230 0.3731
N 1.3577 -3.3212 0.1339
C 1.6758 -1.9676 -4.8648
C 2.1299 -2.2149 -6.1497
C 1.9016 -3.4627 -6.7058
C 1.2254 -4.4228 -5.9657
C 0.8031 -4.0922 -4.6914
N 1.0289 -2.8937 -4.1534
H 1.9025 2.0998 -3.9032
H 2.5436 4.0120 -2.5152
H 2.7969 3.7495 -0.0590
H 2.2927 1.5704 0.9886
H 1.6021 -2.1949 3.2777
H 1.8401 -4.6333 3.7209
H 1.7406 -6.2142 1.7808
H 1.4182 -5.2760 -0.4905
H 2.6511 -1.4279 -6.6743
H 2.2459 -3.6873 -7.7064
H 1.0296 -5.4068 -6.3668
H 0.2650 -4.8051 -4.0767
C -2.2608 2.5432 3.9880
N -3.0345 1.2858 3.5902
C -2.8194 0.2069 4.6576
N -1.4372 0.0000 4.8851
C -0.7736 1.2415 5.2534
N -0.8941 2.2398 4.2001
C -0.1564 1.8783 2.9761
P -0.7607 0.2997 2.1729
C -2.5883 0.8251 2.2370
C -0.7387 -0.6678 3.7798
H -2.7211 2.9134 4.9052
H -2.3950 3.2630 3.1811
H -4.0304 1.5092 3.5506
H -3.3025 -0.6971 4.2927
H -3.3128 0.5726 5.5594
H 0.2801 1.0422 5.4389
H -1.2226 1.6358 6.1673
H 0.8951 1.7642 3.2385
H -0.2336 2.7068 2.2735
H -3.2432 0.0144 1.9341
H -2.7254 1.6720 1.5663
H 0.3039 -0.7494 4.0792
H -1.1362 -1.6720 3.6636
O -2.9016 -2.0889 2.2642
N -2.0607 -2.2316 1.3914
O -1.9406 -3.1969 0.6830
O -1.1861 -1.2583 1.1651
Br -1.2073 6.2019 -3.8885
C -1.2013 4.6102 -2.8766
C -0.8594 4.6617 -1.5340
C -0.8373 3.4894 -0.7998
C -1.1616 2.2780 -1.3984
C -1.5113 2.2467 -2.7463
C -1.5324 3.4110 -3.4917
C -1.1145 0.9867 -0.6589
O -1.4073 -0.0673 -1.2073
O -0.7305 1.1171 0.5929
H -0.5986 5.6061 -1.0776
H -0.5454 3.5083 0.2404
H -1.7588 1.2996 -3.2049
H -1.7963 3.3935 -4.5395

***

no.,HOMO-LUMO gap (eV)
1,7.75
2,7.45